Computed, not measured: a structure of composition C53H131Br2N8OSr in a non-equilibrium geometry, with ωB97M-V/def2-TZVPD.

Cartesian coordinates (Å):
Sr 2.352 -0.179 3.735
C 2.196 -0.905 -0.294
C 0.981 -0.355 0.416
C -0.188 -1.311 0.185
O 1.278 -0.225 1.768
H 3.049 -0.273 -0.134
H 1.939 -0.949 -1.383
H 2.373 -1.904 0.049
H 0.680 0.654 0.067
H -0.671 -1.466 -0.761
H -0.978 -1.078 0.912
H 0.219 -2.300 0.423
Br -3.082 -1.383 3.456
C -3.606 -3.064 2.562
C -2.273 -3.726 2.152
Br -0.938 -3.995 3.570
H -4.192 -2.986 1.651
H -4.189 -3.655 3.317
H -1.800 -3.048 1.383
H -2.294 -4.685 1.659
C 2.307 2.955 1.152
C 3.111 3.307 2.360
N 3.906 2.160 2.800
C 4.671 1.539 1.691
C 5.501 2.490 0.824
C 4.800 2.613 3.846
C 5.310 1.412 4.591
H 1.788 1.970 1.270
H 2.987 2.857 0.266
H 1.661 3.767 0.864
H 3.775 4.215 2.156
H 2.445 3.589 3.252
H 5.334 0.864 2.236
H 4.051 0.845 1.207
H 6.035 3.293 1.358
H 6.263 1.964 0.224
H 4.935 3.049 0.033
H 4.251 3.239 4.560
H 5.653 3.219 3.481
H 4.483 0.916 5.195
H 5.977 1.823 5.348
H 5.856 0.660 4.037
C 4.513 -2.410 1.596
C 4.907 -2.947 2.962
N 3.825 -2.811 3.915
C 4.294 -3.188 5.235
C 5.006 -2.112 6.095
C 2.646 -3.557 3.509
C 2.791 -5.080 3.252
H 4.299 -1.333 1.647
H 3.717 -2.964 1.163
H 5.327 -2.540 0.796
H 5.137 -4.003 2.975
H 5.806 -2.532 3.383
H 3.510 -3.669 5.790
H 4.992 -4.050 5.164
H 5.185 -2.627 7.014
H 5.938 -1.726 5.758
H 4.291 -1.290 6.337
H 2.103 -3.042 2.662
H 1.856 -3.444 4.286
H 1.886 -5.569 2.960
H 3.113 -5.528 4.206
H 3.522 -5.320 2.467
C 1.678 2.576 6.224
C 1.035 1.246 6.534
N 0.649 0.520 5.310
C -0.434 1.254 4.504
C -1.785 1.525 5.180
C 0.090 -0.830 5.666
C 1.037 -1.690 6.498
H 2.621 2.386 5.615
H 1.982 3.064 7.165
H 1.053 3.259 5.662
H 1.814 0.656 7.184
H 0.096 1.412 7.085
H 0.047 2.157 4.113
H -0.699 0.660 3.624
H -1.796 2.469 5.756
H -2.496 1.627 4.385
H -2.246 0.814 5.865
H -0.209 -1.332 4.675
H -0.845 -0.758 6.190
H 2.072 -1.543 6.131
H 0.650 -2.741 6.530
H 1.125 -1.336 7.529
C -1.839 5.939 3.593
C -1.645 4.572 2.978
N -2.378 4.440 1.709
C -1.611 4.887 0.560
C -2.519 5.218 -0.650
C -2.816 3.060 1.552
C -3.946 2.706 2.509
H -1.155 6.014 4.406
H -2.892 6.140 3.841
H -1.555 6.747 2.901
H -0.576 4.365 2.803
H -2.087 3.841 3.666
H -1.021 5.754 0.859
H -0.939 4.101 0.208
H -2.024 5.850 -1.373
H -2.775 4.276 -1.234
H -3.480 5.664 -0.461
H -1.935 2.325 1.646
H -3.170 2.917 0.606
H -4.854 3.148 2.142
H -3.830 3.187 3.453
H -4.115 1.649 2.594
C -0.753 2.566 -4.811
C -0.197 3.587 -3.828
N 1.135 4.030 -4.139
C 1.638 5.119 -3.354
C 0.903 6.422 -3.641
C 2.101 2.984 -4.359
C 2.420 2.059 -3.140
H -0.073 1.703 -5.018
H -1.025 3.134 -5.649
H -1.686 2.101 -4.404
H -0.744 4.520 -3.909
H -0.189 3.204 -2.792
H 1.652 4.864 -2.263
H 2.706 5.239 -3.622
H 1.261 7.270 -3.082
H 0.997 6.663 -4.722
H -0.232 6.486 -3.485
H 3.012 3.516 -4.696
H 1.859 2.401 -5.266
H 2.458 2.530 -2.174
H 3.411 1.568 -3.252
H 1.630 1.303 -3.114
C -2.196 1.116 -1.558
C -3.091 0.225 -2.296
N -4.414 0.749 -2.498
C -4.494 1.694 -3.525
C -4.163 1.315 -4.948
C -5.067 1.165 -1.270
C -5.129 0.029 -0.277
H -2.043 2.056 -2.093
H -1.147 0.799 -1.579
H -2.491 1.282 -0.505
H -2.654 0.032 -3.280
H -3.112 -0.726 -1.834
H -5.492 2.122 -3.596
H -3.907 2.673 -3.236
H -3.197 0.875 -5.000
H -4.903 0.812 -5.543
H -4.172 2.264 -5.549
H -6.081 1.531 -1.566
H -4.628 2.073 -0.776
H -5.325 -0.916 -0.768
H -5.941 0.140 0.400
H -4.265 -0.098 0.282
C -3.987 -3.795 -1.072
C -3.057 -4.983 -0.918
N -1.678 -4.527 -0.944
C -1.301 -3.809 -2.178
C -1.354 -4.658 -3.520
C -0.816 -5.643 -0.617
C 0.648 -5.315 -0.286
H -4.943 -4.143 -0.644
H -4.075 -3.491 -2.107
H -3.566 -2.989 -0.503
H -3.247 -5.521 0.034
H -3.197 -5.689 -1.709
H -1.966 -2.956 -2.327
H -0.274 -3.430 -1.988
H -2.293 -5.217 -3.634
H -1.320 -3.862 -4.302
H -0.515 -5.314 -3.449
H -0.769 -6.359 -1.418
H -1.123 -6.206 0.297
H 1.105 -4.972 -1.145
H 1.169 -6.199 0.081
H 0.673 -4.453 0.407
C 0.281 -1.332 -5.371
C 0.201 -2.136 -6.686
N -1.078 -2.871 -6.730
C -0.920 -3.960 -7.781
C -0.711 -3.497 -9.241
C -2.210 -2.003 -7.075
C -3.521 -2.777 -7.081
H 0.330 -2.038 -4.527
H -0.492 -0.531 -5.171
H 1.224 -0.780 -5.408
H 0.341 -1.481 -7.573
H 1.028 -2.857 -6.656
H -0.079 -4.591 -7.515
H -1.844 -4.570 -7.737
H -1.588 -2.817 -9.437
H 0.242 -3.012 -9.354
H -0.721 -4.353 -9.933
H -2.051 -1.494 -8.076
H -2.316 -1.197 -6.311
H -3.747 -3.464 -7.943
H -4.375 -2.098 -6.864
H -3.377 -3.453 -6.242

Results
Gap between HOMO and LUMO   7.7 eV
E_LUMO   -1.8416 eV
F_max   3.5 eV/Å
Charge   +1
Spin multiplicity   1

Atomic partial charges in e from the Löwdin method, atoms 1 to 4: number 1, Sr, carries 1.423; number 2, C, carries -0.050; number 3, C, carries -0.591; number 4, C, carries -0.060